# 1
{
  "formula": "C4H7N2",
  "method": "the ωB97M-V functional and the def2-TZVPD basis",
  "species": ["C", "C", "C", "C", "N", "N", "H", "H", "H", "H", "H", "H", "H"],
  "positions_angstrom": [[1.14367, -0.70313, -1.10641], [0.35078, 0.86272, 0.94005], [-0.97017, -0.00073, -1.06392], [0.86003, -0.64142, 0.32540], [0.15316, -0.40111, -1.81996], [-0.55059, -0.16468, 0.35645], [2.02490, -0.99133, -1.56516], [0.26464, 1.04759, 1.92404], [0.55452, 1.62052, 0.24148], [-1.20553, 1.09737, -1.47127], [-1.81479, -0.67788, -1.14185], [1.25101, -1.36664, 1.06329], [-1.29085, -0.68511, 0.81561]],
  "forces_ev_per_a": [[-1.438, 0.606, 0.055], [0.993, -4.506, -4.194], [-0.373, 1.807, -1.416], [-0.533, 2.455, 3.004], [0.073, -0.210, -1.389], [-0.077, 0.397, 0.223], [1.847, -0.592, -0.465], [-0.068, 0.344, 3.279], [0.030, 1.039, -0.558], [0.095, -2.253, 1.641], [-0.217, 0.165, -0.759], [-0.693, 0.454, -0.488], [0.361, 0.295, 1.067]],
  "lowdin_charge": [-0.077, 0.141, -0.130, -0.031, 0.097, -0.027, 0.118, 0.086, 0.117, 0.202, 0.139, 0.166, 0.199],
  "fmax_ev_per_a": 6.2,
  "homo_lumo_gap_ev": 11.3,
  "total_charge": 1,
  "homo_energy_ev": -15.40,
  "smiles": "C1=NC[N@@H+]2C[C@H]12",
  "de_lowest_kj_mol": 354.2
}

***

# 2
{
  "formula": "CH3N2S2",
  "method": "the ωB97M-V functional and the def2-TZVPD basis",
  "species": ["C", "N", "N", "S", "S", "H", "H", "H"],
  "positions_angstrom": [[-0.36138, 0.01780, -0.05263], [-0.05342, -0.93673, 0.85829], [0.25739, 0.95142, -0.75820], [1.04342, -1.62279, 1.80251], [1.78977, 1.48810, -1.05847], [-1.33717, -0.06438, -0.41196], [-0.89888, -1.35091, 0.91024], [-0.43974, 1.51748, -1.28979]],
  "forces_ev_per_a": [[1.062, -0.185, -0.002], [1.349, 2.713, -1.928], [0.338, 1.134, -0.544], [1.726, 0.313, 0.242], [0.111, -0.652, 0.830], [-1.680, -0.228, 0.063], [-3.493, -2.441, 0.945], [0.588, -0.653, 0.395]],
  "lowdin_charge": [-0.195, -0.451, -0.447, 0.921, 0.851, 0.139, 0.047, 0.135],
  "spin_multiplicity": 3,
  "fmax_ev_per_a": 4.4,
  "homo_lumo_gap_ev": [9.8, 4.1],
  "total_charge": 1,
  "homo_energy_ev": [-13.98, -13.11]
}

***

# 3
{
  "formula": "C27H48F9O15S3Zr",
  "method": "the ωB97M-V functional and the def2-TZVPD basis",
  "species": ["Zr", "C", "F", "F", "F", "S", "O", "O", "O", "C", "F", "F", "F", "S", "O", "O", "O", "C", "F", "F", "F", "S", "O", "O", "O", "C", "C", "C", "O", "C", "H", "H", "H", "H", "H", "H", "H", "H", "C", "C", "C", "O", "C", "H", "H", "H", "H", "H", "H", "H", "H", "C", "C", "C", "O", "C", "H", "H", "H", "H", "H", "H", "H", "H", "C", "C", "C", "O", "C", "H", "H", "H", "H", "H", "H", "H", "H", "C", "C", "C", "O", "C", "H", "H", "H", "H", "H", "H", "H", "H", "C", "C", "C", "O", "C", "H", "H", "H", "H", "H", "H", "H", "H"],
  "positions_angstrom": [[17.50303, -15.35020, -12.20755], [17.00124, -11.95391, -9.47965], [17.06356, -10.70166, -9.86793], [17.43065, -12.04618, -8.25272], [15.77407, -12.38371, -9.63296], [18.14715, -12.98046, -10.56272], [17.92886, -14.39963, -10.21371], [17.61689, -13.12419, -11.95176], [19.46245, -12.44827, -10.42660], [19.94903, -16.06957, -15.67172], [20.03035, -17.16293, -16.37869], [20.78748, -16.07595, -14.66400], [20.14757, -15.01984, -16.43264], [18.20070, -15.93535, -14.97664], [17.21129, -16.24206, -15.95098], [18.14386, -16.75899, -13.73029], [18.04718, -14.64178, -14.23889], [14.07850, -12.84844, -12.23294], [13.44557, -12.64813, -13.36787], [15.11110, -12.07802, -12.15311], [13.24696, -12.61850, -11.25259], [14.64895, -14.67909, -12.15542], [15.64688, -14.93584, -13.23711], [15.67804, -14.75767, -11.10322], [13.56328, -15.60077, -11.99601], [10.06838, -16.71745, -8.14009], [11.52088, -16.91936, -8.55669], [11.37369, -17.47507, -10.00190], [9.96992, -17.68482, -10.22018], [9.36682, -17.78675, -8.94563], [9.71550, -15.72328, -8.42293], [9.87209, -16.76936, -7.06715], [11.97396, -17.70243, -7.94488], [12.09494, -15.99900, -8.45832], [11.91280, -18.41910, -10.12299], [11.70058, -16.76178, -10.75763], [9.42541, -18.78688, -8.50528], [8.31208, -17.50622, -9.00033], [10.41984, -13.06922, -14.77372], [11.44896, -13.05143, -15.91981], [10.56469, -13.43799, -17.11271], [9.57579, -14.30428, -16.59849], [9.19054, -13.82058, -15.31235], [10.07483, -12.05514, -14.55625], [10.78201, -13.53431, -13.85702], [12.18966, -13.84305, -15.79740], [11.90660, -12.06706, -15.88750], [11.18209, -13.94668, -17.85336], [10.11545, -12.57511, -17.61507], [8.97995, -14.68915, -14.68855], [8.30060, -13.18899, -15.32867], [15.45025, -15.18644, -6.78217], [16.88071, -15.59520, -6.48277], [17.30118, -16.45236, -7.66534], [16.41417, -16.09396, -8.73500], [15.15710, -15.78581, -8.16382], [15.34109, -14.10635, -6.89428], [14.72781, -15.50994, -6.03358], [17.03124, -16.09127, -5.52259], [17.49077, -14.69695, -6.36107], [17.21249, -17.52599, -7.47439], [18.32674, -16.24137, -7.96809], [14.56292, -16.71149, -8.08261], [14.58551, -15.11800, -8.80744], [11.87892, -9.85966, -12.76289], [10.94574, -8.83899, -12.13771], [11.28346, -7.57190, -12.90180], [11.62636, -8.00877, -14.21871], [11.95093, -9.40742, -14.22477], [11.57404, -10.90725, -12.73574], [12.84663, -9.80181, -12.25812], [11.19104, -8.73546, -11.07788], [9.90246, -9.14338, -12.20978], [12.09574, -6.97819, -12.47473], [10.41799, -6.90675, -12.91521], [12.95557, -9.57058, -14.61812], [11.21438, -9.86511, -14.88720], [14.68345, -11.21881, -16.09784], [14.96664, -12.43468, -16.95508], [15.61858, -13.37579, -15.95076], [16.06776, -12.56633, -14.85422], [15.89457, -11.17349, -15.19221], [13.79240, -11.43959, -15.51401], [14.46147, -10.39478, -16.77674], [15.68419, -12.22716, -17.75063], [14.04222, -12.84717, -17.35611], [16.42618, -13.97846, -16.36028], [14.84538, -14.06044, -15.58321], [16.79198, -10.81157, -15.70109], [15.73928, -10.56567, -14.30212], [14.51386, -18.70881, -12.72672], [15.03988, -19.19992, -11.39861], [15.71457, -17.93806, -10.85500], [16.24491, -17.28100, -12.06166], [15.75434, -17.97936, -13.22881], [13.64047, -18.05840, -12.71368], [14.22607, -19.49837, -13.42442], [15.81612, -19.95513, -11.52900], [14.27838, -19.55604, -10.70632], [16.49500, -18.19805, -10.14868], [14.95352, -17.31798, -10.39330], [16.42440, -18.71305, -13.67888], [15.47700, -17.31928, -14.05098]],
  "forces_ev_per_a": [[-3.330, 1.930, -0.224], [0.448, 0.056, -1.061], [0.176, 0.399, -0.314], [-0.048, -0.397, 0.654], [-0.481, -0.380, 0.528], [0.922, -0.458, -1.341], [1.469, -2.092, 1.568], [0.258, 1.291, -1.354], [-0.917, -0.006, 0.228], [-0.697, 0.420, -0.073], [0.037, -0.448, -0.025], [0.246, -0.088, 0.314], [0.028, 0.281, -0.110], [-1.593, 0.716, 1.122], [1.133, -0.004, 0.008], [0.809, -2.294, 0.705], [0.771, 1.367, -0.519], [-0.464, -0.767, -0.813], [-0.061, -0.309, -0.452], [0.768, 0.433, 0.087], [-0.241, -0.257, 0.852], [0.837, -1.422, 0.497], [-0.452, 0.082, -2.658], [-0.308, 0.290, 2.629], [0.245, 1.386, -0.626], [0.105, 0.126, 0.618], [-0.106, -0.401, -0.063], [-0.310, 0.542, 0.088], [0.340, -0.316, 0.047], [-0.911, 0.886, 0.253], [-0.024, -0.108, -0.331], [0.247, -0.286, 0.010], [0.097, 0.185, 0.156], [0.161, -0.097, -0.218], [0.043, -0.021, -0.022], [0.094, -0.098, -0.040], [0.291, -0.060, -0.056], [-0.013, -0.358, -0.443], [-0.560, 0.263, 0.225], [-0.968, -0.322, 0.706], [0.634, 0.521, -0.292], [-0.087, 0.021, -0.052], [0.704, -0.625, 0.178], [0.390, 0.049, 0.217], [0.094, 0.124, 0.001], [0.162, 0.156, 0.156], [0.203, -0.064, -0.695], [-0.353, -0.289, -0.108], [-0.089, 0.137, 0.157], [-0.199, -0.064, -0.138], [-0.009, 0.054, -0.333], [-0.795, 0.313, -0.408], [0.578, 0.351, 0.807], [-0.079, 0.183, -0.255], [0.542, 0.195, -0.008], [-0.448, -0.762, 0.436], [0.179, 0.023, 0.341], [0.039, -0.055, -0.045], [-0.344, -0.303, -0.126], [0.146, -0.068, -0.451], [-0.065, -0.028, 0.186], [-0.049, -0.034, -0.208], [0.071, 0.051, 0.112], [0.293, 0.080, -0.150], [-0.013, -0.469, -0.554], [0.418, -0.297, 0.952], [-0.472, -0.090, -0.201], [0.167, 0.209, -0.022], [0.071, 0.757, 0.416], [-0.296, 0.106, 0.308], [0.151, 0.089, -0.267], [-0.247, 0.068, 0.012], [-0.051, 0.207, -0.227], [0.229, -0.302, 0.133], [0.000, 0.006, -0.432], [-0.042, 0.191, -0.231], [0.041, -0.424, 0.134], [-0.258, 0.087, -0.819], [0.415, -0.457, 0.041], [-0.713, -0.062, 0.238], [0.161, 0.317, 0.196], [-0.188, -0.334, -0.390], [0.035, 0.216, 0.159], [0.239, 0.442, 0.488], [-0.259, 0.220, -0.150], [0.152, -0.070, -0.248], [0.112, 0.178, -0.016], [0.221, -0.110, 0.198], [-0.023, 0.087, -0.086], [0.064, -0.274, 0.224], [0.190, -0.366, -0.843], [-0.017, 0.467, 0.493], [-0.903, -1.105, 0.025], [1.200, 0.335, 0.478], [-1.665, -0.672, -1.350], [0.129, 0.197, 0.609], [0.294, -0.152, 0.101], [-0.245, -0.231, -0.142], [0.060, -0.054, -0.006], [0.278, 0.453, -0.129], [0.277, 0.431, -0.063], [0.632, 0.204, 0.669], [0.301, 0.574, 0.425]],
  "lowdin_charge": [2.137, -0.686, 0.196, 0.207, 0.178, 0.648, -0.415, -0.398, -0.189, -0.687, 0.209, 0.190, 0.201, 0.676, -0.182, -0.431, -0.392, -0.679, 0.178, 0.196, 0.198, 0.692, -0.401, -0.430, -0.197, -0.177, -0.162, -0.181, -0.128, -0.222, 0.116, 0.116, 0.106, 0.094, 0.106, 0.094, 0.125, 0.125, -0.164, -0.159, -0.207, -0.123, -0.184, 0.096, 0.099, 0.104, 0.081, 0.118, 0.124, 0.117, 0.118, -0.137, -0.150, -0.175, -0.217, -0.215, 0.106, 0.116, 0.117, 0.110, 0.123, 0.118, 0.114, 0.106, -0.178, -0.164, -0.197, -0.130, -0.183, 0.090, 0.109, 0.113, 0.117, 0.118, 0.119, 0.098, 0.112, -0.179, -0.151, -0.200, -0.180, -0.162, 0.063, 0.129, 0.120, 0.106, 0.094, 0.106, 0.127, 0.115, -0.137, -0.129, -0.120, -0.295, -0.181, 0.111, 0.133, 0.127, 0.123, 0.129, 0.105, 0.136, 0.119],
  "fmax_ev_per_a": 3.9,
  "homo_lumo_gap_ev": 6.6,
  "total_charge": 1,
  "homo_energy_ev": -11.21,
  "de_lowest_kj_mol": 67.5
}

***

# 4
{
  "formula": "C2H12N2O3",
  "method": "the ωB97M-V functional and the def2-TZVPD basis",
  "species": ["C", "C", "N", "N", "H", "H", "H", "H", "H", "H", "H", "H", "O", "H", "H", "O", "H", "H", "O"],
  "positions_angstrom": [[0.55671, -0.06533, -0.93106], [0.04225, 1.03336, -1.49345], [0.21033, 2.35111, -0.94923], [0.09849, -1.36232, -1.25763], [1.48730, -0.05265, -0.37047], [-0.44320, 0.86880, -2.45441], [1.17805, 2.65272, -0.85090], [-0.12186, 2.96435, -1.69030], [-0.84845, -1.61483, -1.02007], [0.74739, -2.00498, -0.82314], [3.26328, -1.82034, 2.55526], [4.29745, -1.15957, 3.38365], [4.14311, -1.40323, 2.46174], [-1.82702, -1.64108, 0.90958], [-3.23416, -1.14693, 0.75975], [-2.67509, -1.91464, 0.57839], [-1.51858, 1.35592, 0.39371], [-2.92399, 1.85296, 0.19585], [-2.43199, 1.10669, 0.60274]],
  "forces_ev_per_a": [[-0.127, -0.336, -0.626], [0.726, -0.829, 0.220], [-0.151, 0.632, -1.364], [1.164, 0.094, -0.127], [-0.475, 0.223, 0.741], [-0.748, 0.444, 0.537], [0.115, -0.498, 0.345], [-0.175, 0.276, 0.302], [-0.126, 0.376, 0.050], [-0.266, -0.423, -0.089], [-0.088, 0.014, -0.432], [0.254, 0.219, 0.169], [-0.195, -0.211, 0.185], [0.746, 0.196, 0.383], [0.225, 0.021, -0.157], [-0.836, -0.242, -0.213], [0.187, -0.247, 0.057], [0.271, -0.733, 0.423], [-0.502, 1.022, -0.406]],
  "lowdin_charge": [-0.317, -0.294, -0.022, 0.017, 0.075, 0.101, 0.061, 0.051, 0.039, 0.026, -0.089, -0.054, -0.400, -0.014, 0.008, -0.111, -0.005, 0.038, -0.106],
  "spin_multiplicity": 2,
  "fmax_ev_per_a": 1.5,
  "homo_lumo_gap_ev": [2.2, 7.8],
  "total_charge": -1,
  "homo_energy_ev": [1.03, -4.66],
  "de_lowest_kj_mol": 134.4
}

***

# 5
{
  "formula": "C4H6N2O",
  "method": "the ωB97M-V functional and the def2-TZVPD basis",
  "species": ["C", "C", "C", "C", "H", "H", "H", "H", "H", "H", "N", "N", "O"],
  "positions_angstrom": [[1.04558, -0.07747, -0.00182], [-0.99220, 1.26009, 0.01575], [-1.77511, 0.19238, -0.05811], [-1.18438, -1.17619, 0.04407], [2.79602, 0.62830, 0.01528], [0.94457, 2.02930, 0.05579], [-1.35643, 2.27035, -0.05630], [-2.87024, 0.30825, -0.12936], [-1.41933, -1.63391, 1.01755], [-1.52841, -1.86116, -0.76867], [2.28966, -0.24664, -0.03329], [0.39277, 1.17087, 0.03619], [0.26168, -1.17545, -0.01924]],
  "forces_ev_per_a": [[-0.620, 0.744, 0.005], [0.139, 0.059, -0.577], [-0.745, 0.023, 0.164], [0.185, -0.181, -0.120], [-0.007, 0.091, -0.081], [-0.276, -0.841, -0.018], [-0.223, 0.120, 0.112], [0.796, -0.128, 0.071], [-0.134, 0.017, -0.313], [0.236, 0.534, 0.607], [0.478, -0.271, 0.101], [0.220, -0.315, 0.266], [-0.048, 0.150, -0.216]],
  "lowdin_charge": [-0.504, -0.135, -0.090, -0.152, 0.043, 0.148, 0.114, 0.111, 0.124, 0.132, 0.142, 0.074, -0.006],
  "fmax_ev_per_a": 1.0,
  "homo_lumo_gap_ev": 9.2,
  "homo_energy_ev": -8.50,
  "smiles": "[H]/N=C1\\NC=CCO1",
  "de_lowest_kj_mol": 141.0
}

***

# 6
{
  "formula": "C4H14NO3",
  "method": "the ωB97M-V functional and the def2-TZVPD basis",
  "species": ["C", "C", "C", "C", "O", "N", "H", "H", "H", "H", "H", "H", "H", "H", "H", "H", "H", "H", "O", "H", "H", "O"],
  "positions_angstrom": [[1.09320, -2.25901, 1.43380], [0.60749, -1.07840, 0.60109], [1.01732, 0.17331, 1.44220], [0.66234, 1.54381, 0.65911], [1.12054, 1.50246, -0.75118], [-0.86816, -1.01168, 0.22799], [2.14939, -2.31828, 1.30361], [0.66465, -3.20906, 1.10448], [0.85530, -2.10260, 2.50697], [1.23942, -1.07441, -0.32438], [2.11807, 0.04409, 1.67074], [0.47529, 0.13966, 2.37844], [1.25183, 2.41275, 1.12420], [-0.35410, 1.73710, 0.73255], [-0.91883, -0.34221, -0.49307], [-1.29898, -1.95970, 0.04869], [-2.40005, 1.90837, -1.84307], [-2.91683, 1.64274, -3.17614], [-3.23210, 2.11658, -2.38308], [0.31607, 1.10284, -1.26124], [-0.62428, 0.19948, -2.81742], [-0.95759, 0.83213, -2.18429]],
  "forces_ev_per_a": [[-1.537, -0.135, 0.252], [-0.312, 0.662, -0.297], [0.135, 0.786, -1.936], [4.654, -0.669, -0.600], [-1.248, -0.466, 2.211], [1.598, -2.513, 2.752], [0.888, -0.120, 0.130], [-0.041, -0.053, 0.035], [0.100, -0.265, -0.519], [-0.566, 0.153, 0.517], [-1.012, 0.540, -0.335], [-0.237, 0.055, 0.339], [-0.913, -1.165, -0.390], [-2.032, 0.290, 0.008], [-0.842, 0.618, -1.818], [0.943, 1.808, -0.220], [-1.160, 0.052, -0.965], [-0.266, 0.284, 0.479], [1.076, -0.251, 0.328], [0.301, 0.714, -0.453], [0.029, -0.214, -0.252], [0.442, -0.110, 0.733]],
  "lowdin_charge": [-0.109, -0.450, -0.163, -0.224, -0.183, 0.042, 0.054, 0.062, 0.075, 0.130, 0.111, 0.084, 0.108, 0.065, -0.019, 0.077, 0.013, 0.002, -0.178, -0.003, -0.077, -0.417],
  "fmax_ev_per_a": 4.7,
  "homo_lumo_gap_ev": 8.1,
  "total_charge": -1,
  "homo_energy_ev": -4.44,
  "de_lowest_kj_mol": 95.0
}